{"formula": "C28H41BCl16N2O3S", "method": "the ωB97M-V functional and the def2-TZVPD basis", "species": ["C", "C", "O", "O", "C", "C", "C", "C", "C", "C", "C", "C", "C", "C", "C", "C", "N", "C", "C", "C", "C", "B", "N", "O", "C", "C", "S", "H", "H", "H", "H", "H", "H", "H", "H", "H", "H", "H", "H", "H", "H", "H", "H", "H", "H", "H", "H", "H", "H", "H", "H", "H", "C", "Cl", "Cl", "H", "H", "C", "Cl", "Cl", "H", "H", "C", "Cl", "Cl", "H", "H", "C", "Cl", "Cl", "H", "H", "C", "Cl", "Cl", "H", "H", "C", "Cl", "Cl", "H", "H", "C", "Cl", "Cl", "H", "H", "C", "Cl", "Cl", "H", "H"], "coordinates": [[-5.28706, -1.40341, -0.86203], [-3.84730, -1.77724, -0.99699], [-3.20097, -2.05722, -0.03172], [-3.25398, -1.82994, -2.22534], [-2.54532, -0.60516, -2.52861], [-1.44898, -0.89113, -3.55579], [-0.04457, -0.96839, -2.93645], [0.03080, -1.86892, -1.67344], [0.34781, -1.05703, -0.41032], [1.06436, -1.88008, 0.67031], [0.82842, -1.26509, 2.04712], [0.61661, -2.07655, 3.15797], [0.36151, -1.51875, 4.40365], [0.34143, -0.13950, 4.53549], [0.57431, 0.69070, 3.44194], [0.82315, 0.11921, 2.19837], [0.54732, 2.09116, 3.61492], [-0.59949, 2.57678, 4.26711], [-1.35418, 3.61613, 3.72582], [-2.48253, 4.07938, 4.37983], [-2.88313, 3.50465, 5.59031], [-4.18358, 3.97919, 6.33436], [-5.43447, 4.11947, 5.56667], [-4.21153, 4.23190, 7.68907], [-2.14409, 2.45689, 6.13813], [-1.00861, 2.00542, 5.47199], [-0.00202, 0.66693, 6.08244], [-5.40959, -0.35683, -1.15054], [-5.92168, -1.98469, -1.52883], [-5.60555, -1.51839, 0.16543], [-3.25025, 0.09749, -2.97366], [-2.11303, -0.16581, -1.62970], [-1.74932, -1.76987, -4.12545], [-1.46448, -0.05880, -4.26335], [0.62969, -1.42567, -3.66474], [0.28929, 0.04648, -2.73184], [0.85676, -2.57204, -1.80883], [-0.88833, -2.43904, -1.54344], [-0.58553, -0.65759, -0.00764], [0.94522, -0.18388, -0.67565], [0.55845, -2.84617, 0.69983], [2.12593, -1.95432, 0.45609], [0.62453, -3.15516, 3.07441], [0.17824, -2.10925, 5.28989], [1.00839, 0.78978, 1.37037], [0.73668, 2.58332, 2.75441], [-1.03628, 4.03163, 2.77658], [-3.07208, 4.87239, 3.93872], [-5.21997, 4.03432, 4.57814], [-5.99724, 3.29064, 5.76025], [-5.00441, 3.82525, 8.05744], [-2.45410, 2.00105, 7.06389], [-0.15663, -4.46613, -4.25362], [0.19419, -3.33136, -5.56163], [1.22455, -5.52220, -3.92389], [-0.38881, -3.90345, -3.35625], [-1.00457, -5.07680, -4.54081], [5.13697, -1.85881, -1.31533], [4.06051, -0.47161, -1.54073], [4.46035, -3.02324, -0.16860], [5.27453, -2.35062, -2.27095], [6.08682, -1.50676, -0.93802], [-4.67879, -1.10203, 6.13328], [-3.21812, -0.21972, 5.68942], [-6.00819, -0.00183, 6.55335], [-4.99097, -1.71386, 5.29504], [-4.46409, -1.72414, 6.99404], [-1.77081, 2.75690, -5.89727], [-0.60875, 1.45188, -6.15808], [-3.17369, 2.23983, -4.95336], [-1.27348, 3.55984, -5.36632], [-2.12005, 3.10466, -6.86229], [8.65666, 0.29850, -1.04911], [8.29915, -1.09935, -2.07816], [7.65266, 1.69268, -1.46633], [8.46283, 0.02711, -0.01719], [9.70104, 0.56893, -1.17668], [2.00312, 3.71501, -8.70503], [0.28271, 3.78268, -8.30137], [2.99057, 4.56644, -7.51434], [2.30906, 2.67579, -8.73174], [2.14886, 4.17772, -9.67357], [-4.64184, -5.36382, -1.83707], [-3.43965, -6.60580, -2.19378], [-5.96993, -5.98676, -0.85146], [-4.14987, -4.56303, -1.29623], [-5.04621, -4.99301, -2.77166], [11.64727, 2.67685, 0.16073], [11.86171, 3.65927, -1.28827], [11.80281, 0.94661, -0.19041], [12.40569, 2.94921, 0.88459], [10.65719, 2.86016, 0.56251]], "mulliken_charge": [-1.226, 0.755, -0.489, -0.226, -0.587, 0.696, -0.849, -0.667, -0.815, -0.037, 0.402, -0.849, -0.664, 0.793, -0.274, -0.245, -0.294, 0.478, -0.680, -0.987, 0.247, 0.535, -0.792, -0.545, -0.864, 0.442, -0.255, 0.334, 0.304, 0.372, 0.263, 0.319, 0.211, -0.869, 0.349, 0.440, 0.599, 0.363, 0.484, 0.211, 0.496, -0.524, 0.412, 0.449, 0.228, 0.299, 0.310, 0.448, 0.291, 0.271, 0.287, 0.632, 0.451, -0.153, -0.180, -0.370, 0.307, 0.057, -0.146, -0.194, 0.299, -0.074, -0.430, 0.015, -0.176, 0.307, 0.303, -0.415, -0.143, -0.147, 0.344, 0.327, 0.102, -0.183, -0.151, 0.328, -0.077, -0.281, -0.115, -0.149, 0.244, 0.300, 0.239, -0.161, -0.169, -0.155, 0.252, -0.233, -0.136, -0.168, 0.303, 0.251], "homo_ev": -7.52, "total_charge": 0, "orbital_gap_ev": 7.85, "smiles": "CC(=O)OCCCCCCc1ccc2c(c1)Nc1ccc(B(N)O)cc1S2.ClCCl.ClCCl.ClCCl.ClCCl.ClCCl.ClCCl.ClCCl.ClCCl", "fmax_ev_per_a": 1.63, "total_energy_ev": -250696.7982, "lumo_energy_ev": 0.33}

=====

{"formula": "C28H41BCl2EuN6S3", "method": "the ωB97M-V functional and the def2-TZVPD basis", "species": ["Eu", "C", "C", "C", "C", "N", "N", "B", "N", "N", "C", "C", "C", "C", "C", "S", "C", "C", "C", "C", "N", "N", "C", "C", "C", "C", "C", "S", "C", "C", "C", "C", "C", "S", "C", "C", "C", "C", "H", "H", "H", "H", "H", "H", "H", "H", "H", "H", "H", "H", "H", "H", "H", "H", "H", "H", "H", "H", "H", "H", "H", "H", "H", "H", "H", "H", "H", "H", "H", "H", "H", "H", "H", "H", "H", "H", "H", "Cl", "C", "Cl", "H", "H"], "coordinates": [[2.86228, 2.19942, 17.25969], [7.85669, 4.47116, 17.84479], [7.91462, 3.10901, 17.15810], [9.00420, 2.64789, 16.52162], [9.10168, 1.31554, 16.05483], [8.06464, 0.52601, 16.13312], [6.96760, 0.96902, 16.78482], [6.01513, -0.10444, 17.01920], [5.74771, -0.39212, 18.48835], [6.99273, -0.61792, 18.96505], [7.10992, -0.92364, 20.24749], [5.96440, -1.05271, 21.05898], [4.71177, -0.93870, 20.52528], [3.50900, -1.10568, 21.35143], [4.60394, -0.60624, 19.12810], [3.04833, -0.46773, 18.33906], [8.56481, -0.99507, 20.77382], [9.11345, -2.20674, 20.02699], [9.29605, 0.24049, 20.41208], [8.50139, -1.27646, 22.27065], [4.95846, -0.32694, 15.93143], [5.88947, -1.31996, 16.05528], [6.06270, -2.24199, 15.15722], [5.12888, -2.24940, 14.08733], [4.20264, -1.28559, 13.93438], [3.23732, -1.29579, 12.81142], [4.15485, -0.15558, 14.89911], [3.18290, 1.22649, 14.57897], [7.10062, -3.29958, 15.31120], [6.50108, -4.68793, 15.64317], [8.04692, -3.01220, 16.55651], [7.92692, -3.38198, 14.03671], [6.81851, 2.18724, 17.33204], [5.43310, 2.74225, 18.27545], [10.40546, 0.75915, 15.46077], [11.12534, 1.92446, 14.68982], [11.26984, 0.25419, 16.61356], [10.18841, -0.33539, 14.43671], [8.82744, 5.00937, 17.92286], [7.20780, 5.23553, 17.36111], [7.53513, 4.38533, 18.79646], [9.80220, 3.38304, 16.49800], [6.14384, -1.35101, 22.08618], [3.71396, -1.17199, 22.43070], [2.73484, -0.38280, 21.11751], [2.99200, -2.03168, 21.09757], [9.08239, -2.08033, 18.94779], [10.19113, -2.20691, 20.24012], [8.64828, -3.11522, 20.30088], [9.19534, 0.43559, 19.29376], [8.92925, 1.07890, 20.99475], [10.35401, 0.13014, 20.55885], [8.04070, -2.24616, 22.39279], [9.48670, -1.26100, 22.71545], [7.84551, -0.59031, 22.87018], [5.17019, -2.99771, 13.27806], [3.09225, -2.36515, 12.59443], [2.27764, -0.80805, 13.11741], [3.52238, -0.67486, 11.92264], [6.19738, -4.79038, 16.70517], [5.63745, -4.89065, 15.00393], [7.25096, -5.45763, 15.41266], [7.52649, -2.93157, 17.53552], [8.71237, -3.83624, 16.68530], [8.64472, -2.08153, 16.39260], [7.55249, -4.21931, 13.38676], [7.92966, -2.44252, 13.44137], [8.93551, -3.69146, 14.20788], [11.31101, 2.72703, 15.41923], [12.10847, 1.59533, 14.36463], [10.50751, 2.40949, 13.87575], [11.38587, 1.00380, 17.38524], [10.72721, -0.59033, 17.06805], [12.29588, -0.04409, 16.36508], [9.47980, -0.02566, 13.61429], [11.14872, -0.59021, 14.01454], [9.68582, -1.18492, 14.93654], [2.50277, 3.75819, 19.83039], [0.85205, 4.39603, 19.68307], [0.24558, 3.72880, 18.13150], [0.86525, 5.47363, 19.64319], [0.25007, 3.87881, 20.44152]], "mulliken_charge": [0.993, -2.002, 0.408, -0.419, 0.217, -0.321, 0.735, -1.508, 1.018, -0.434, -0.058, -0.427, 0.168, -1.981, 1.141, -0.386, 2.217, -1.419, -1.436, -2.203, 0.099, 0.259, 0.088, -1.175, 0.579, -1.641, 0.517, -0.453, 2.646, -1.728, -1.965, -1.962, 0.712, -0.507, 1.772, -1.738, -1.464, -1.360, 0.389, 0.334, 0.570, 0.276, 0.625, 0.383, 0.390, 0.368, 0.072, 0.497, 0.357, 0.058, 0.374, 0.477, 0.482, 0.373, 0.434, 0.522, 0.453, 0.422, 0.307, 0.349, 0.438, 0.457, 0.349, 0.767, 0.000, 0.547, 0.355, 0.383, 0.390, 0.452, 0.353, 0.360, 0.127, 0.477, 0.322, 0.497, 0.060, -0.073, -0.270, -0.170, 0.351, 0.331], "multiplicity": 8, "homo_ev": [-13.61, -13.75], "total_charge": 2, "orbital_gap_ev": [7.77, 7.92], "fmax_ev_per_a": 3.88, "total_energy_ev": -116186.5446, "lumo_energy_ev": [-5.84, -5.83]}